# 1
{"formula": "C6H16BN2O3", "method": "wB97M-V/def2-TZVPD", "charge": -1, "homo_ev": -0.64, "e_tot_ha": -598.15181, "symbols": ["C", "C", "C", "N", "C", "B", "C", "O", "H", "H", "H", "H", "H", "H", "H", "H", "H", "H", "H", "H", "H", "C", "N", "O", "O", "H", "H", "H"], "coordinates": [[2.8480, -2.4153, 1.0412], [1.9201, -1.8632, -0.0538], [1.7948, -0.3294, -0.0990], [0.4144, 0.1053, -0.2441], [-0.3151, 0.0589, 1.0780], [-1.1326, -1.2325, 1.1341], [-2.1026, -1.7217, -0.0602], [-1.0928, -2.1255, 2.2425], [2.2909, -2.9992, 1.7745], [3.6277, -3.0650, 0.6325], [3.3507, -1.6068, 1.5742], [0.9177, -2.2695, 0.0772], [2.2657, -2.2238, -1.0278], [2.3618, 0.0532, -0.9605], [2.2457, 0.0931, 0.8147], [0.4528, 1.0713, -0.5404], [-1.0099, 0.9070, 1.0775], [-2.9029, -0.9877, -0.2066], [-2.5561, -2.7109, 0.0807], [-1.5212, -1.7373, -0.9859], [-1.9618, -2.3716, 2.5722], [-1.5246, 4.5541, -1.4768], [-1.2875, 3.0883, -1.3297], [-1.9585, 2.4908, -0.5235], [-0.4251, 2.6121, -2.0391], [-2.3095, 4.8405, -0.7873], [-0.5865, 5.0533, -1.2536], [-1.8035, 4.7314, -2.5111]], "mulliken_charge": [-1.181, 0.062, -0.969, 0.522, -1.503, 0.464, -1.018, -0.367, 0.246, 0.307, 0.353, -0.071, 0.488, 0.204, 0.485, 0.007, -0.070, 0.267, 0.261, 0.323, 0.233, -0.784, 0.817, -0.457, -0.510, 0.303, 0.301, 0.286]}

---

# 2
{"formula": "C31H43Cl2O2P3Zr", "method": "wB97M-V/def2-TZVPD", "charge": 2, "homo_ev": -13.35, "e_tot_ha": -3348.62171, "relative_energy_kcal_mol": 0.0, "symbols": ["P", "C", "C", "H", "C", "H", "C", "H", "C", "H", "C", "H", "C", "C", "H", "C", "H", "C", "H", "C", "H", "C", "H", "C", "C", "H", "C", "H", "C", "H", "C", "H", "C", "H", "Zr", "C", "C", "H", "C", "O", "H", "C", "H", "C", "Cl", "Cl", "P", "C", "H", "H", "H", "C", "H", "H", "H", "C", "H", "H", "H", "P", "C", "C", "H", "H", "H", "H", "H", "H", "C", "H", "H", "H", "H", "C", "C", "O", "H", "H", "H", "H", "H", "H"], "coordinates": [[1.7712, -1.2536, 0.8747], [1.9738, -2.8875, 1.5595], [2.6205, -3.8894, 0.8101], [2.9048, -3.7014, -0.2270], [2.9057, -5.1182, 1.4043], [3.4147, -5.8855, 0.8206], [2.5426, -5.3508, 2.7346], [2.7620, -6.3131, 3.1934], [1.8927, -4.3578, 3.4769], [1.6165, -4.5353, 4.5167], [1.5975, -3.1265, 2.8940], [1.0902, -2.3396, 3.4568], [2.0195, -1.3721, -0.9037], [1.1205, -2.1586, -1.6442], [0.3752, -2.7681, -1.1252], [1.1911, -2.1630, -3.0362], [0.4754, -2.7546, -3.6078], [2.1872, -1.4272, -3.6863], [2.2491, -1.4453, -4.7743], [3.0963, -0.6674, -2.9500], [3.8811, -0.1004, -3.4517], [3.0125, -0.6227, -1.5569], [3.7309, -0.0338, -0.9796], [3.0000, -0.1386, 1.5549], [4.3152, -0.6337, 1.6764], [4.5400, -1.6590, 1.3750], [5.3234, 0.1843, 2.1859], [6.3359, -0.2084, 2.2724], [5.0264, 1.4915, 2.5836], [5.8140, 2.1268, 2.9872], [3.7220, 1.9807, 2.4770], [3.4858, 2.9999, 2.7857], [2.7003, 1.1680, 1.9775], [1.6685, 1.5284, 1.9467], [-2.1964, 0.3315, 1.2328], [-2.2652, 1.9354, -0.6547], [-1.1818, 2.0180, -1.4301], [-3.1719, 2.5312, -0.8353], [0.0480, 1.1959, -1.0234], [1.0631, 2.1536, -0.6395], [1.8423, 1.6857, -0.2831], [-0.3477, 0.3557, 0.1109], [0.4168, 0.5582, -1.8521], [0.0342, -0.4973, 1.0396], [-4.4913, 1.3258, 1.2807], [-2.4299, -1.0986, 3.1841], [-3.4039, -1.3712, -0.3445], [-5.0988, -1.8210, 0.1603], [-5.7984, -1.0357, -0.1518], [-5.1450, -1.9128, 1.2517], [-5.3745, -2.7758, -0.3069], [-3.6695, -0.9149, -2.0835], [-2.7055, -0.7228, -2.5719], [-4.2673, 0.0052, -2.1248], [-4.1974, -1.7253, -2.6063], [-2.5616, -2.9731, -0.4430], [-2.1411, -3.2200, 0.5418], [-1.7482, -2.9286, -1.1791], [-3.2921, -3.7411, -0.7353], [-0.9362, 3.0475, -2.9118], [-2.4939, 3.6925, -3.4832], [-0.1837, 1.9682, -4.1413], [-2.9917, 4.2485, -2.6801], [-3.1488, 2.8772, -3.8142], [-2.3088, 4.3673, -4.3290], [0.7948, 1.6064, -3.7946], [-0.0518, 2.5245, -5.0811], [-0.8404, 1.1040, -4.3174], [0.2126, 4.3567, -2.4904], [-0.2110, 4.9563, -1.6752], [0.3948, 4.9952, -3.3638], [1.1463, 3.9036, -2.1356], [-0.5101, -0.8438, 1.9543], [-3.1105, 2.4461, 4.2595], [-2.4638, 3.2126, 3.1396], [-1.6364, 2.3118, 2.3123], [-3.8847, 1.7656, 3.8875], [-3.5992, 3.1610, 4.9321], [-2.3837, 1.8754, 4.8470], [-3.2138, 3.6546, 2.4759], [-1.7898, 3.9878, 3.5150], [-1.0701, 2.8550, 1.7372]], "mulliken_charge": [1.968, 0.520, 0.084, 0.397, -0.774, 0.443, -0.479, 0.426, -0.792, 0.420, -0.795, 0.392, 0.057, -0.168, 0.606, -0.796, 0.468, -0.706, 0.463, -0.783, 0.469, -0.643, 0.390, 0.249, -0.477, 0.480, -0.656, 0.429, -0.601, 0.417, -0.850, 0.449, -0.247, 0.492, -0.259, -0.992, 0.348, 0.358, 1.194, -0.819, 0.333, 1.016, -0.731, -0.368, -0.426, -0.463, 1.602, -1.243, 0.369, 0.360, 0.483, -1.240, 0.160, 0.329, 0.482, -1.185, 0.332, 0.095, 0.553, 1.463, -1.235, -1.170, 0.423, 0.377, 0.422, 0.271, 0.493, 0.357, -1.286, 0.405, 0.477, 0.346, -0.601, -1.100, -0.241, -0.343, 0.263, 0.406, 0.249, 0.311, 0.394, 0.176]}

---

# 3
{"formula": "C3H7NOS", "method": "wB97M-V/def2-TZVPD", "charge": 0, "homo_ev": -8.33, "e_tot_ha": -646.52014, "relative_energy_kcal_mol": 120.4, "symbols": ["C", "C", "C", "N", "O", "S", "H", "H", "H", "H", "H", "H", "H"], "coordinates": [[0.0052, 0.3623, -1.6328], [0.1326, -0.9242, -0.8547], [-0.8792, -0.5493, 0.2848], [0.4155, 1.8309, 1.0163], [-1.6383, 2.1849, -0.3964], [-0.5553, 1.2251, -0.2858], [0.6994, 0.8518, -2.4087], [-0.1756, -1.7919, -1.5823], [1.0052, -1.1903, -0.4474], [-1.9275, -0.6569, -0.0337], [-0.3307, -0.8271, 1.2170], [-0.1320, 2.1760, 1.7880], [0.9968, 0.9466, 1.4508]], "mulliken_charge": [-0.375, -0.431, -0.652, -0.613, -0.601, 0.665, 0.288, 0.251, 0.257, 0.341, 0.294, 0.298, 0.278]}

---

# 4
{"formula": "C7H39NO13", "method": "wB97M-V/def2-TZVPD", "charge": 0, "homo_ev": -8.15, "e_tot_ha": -1322.92843, "relative_energy_kcal_mol": 79.6, "symbols": ["C", "C", "N", "C", "C", "C", "C", "C", "H", "H", "H", "H", "H", "H", "H", "H", "H", "H", "H", "H", "H", "H", "H", "O", "H", "H", "O", "H", "H", "O", "H", "H", "O", "H", "H", "O", "H", "H", "O", "H", "H", "O", "H", "H", "O", "H", "H", "O", "H", "H", "O", "H", "H", "O", "H", "H", "O", "H", "H", "O"], "coordinates": [[-2.6323, -0.3937, 1.4720], [-1.4333, -0.0904, 2.3837], [-0.1428, 0.5535, -0.1415], [-0.0386, 1.4208, 0.9575], [-0.7010, 1.2397, 2.1275], [-0.9443, 2.3523, 3.0417], [-1.1288, 3.6185, 2.6630], [1.0746, 2.4054, 0.6668], [-3.4209, -0.9450, 1.9862], [-3.1523, 0.5278, 1.1170], [-2.3831, -1.0480, 0.6383], [-1.8283, -0.0167, 3.4077], [-0.6388, -0.8291, 2.4098], [0.7484, 0.5470, -0.6378], [-0.4476, -0.3882, 0.0699], [-0.6468, 2.1037, 4.0643], [-1.3339, 4.3804, 3.4141], [-1.3668, 3.8954, 1.6622], [2.0192, 2.0015, 0.2966], [1.2815, 2.9954, 1.5708], [0.7932, 3.2245, -0.0052], [2.9868, -3.0611, 2.7381], [2.1841, -4.2431, 2.0462], [2.6335, -3.9557, 2.8493], [2.2662, -1.1792, -3.8868], [1.8531, -2.4441, -3.2767], [2.3777, -1.6652, -3.0534], [-2.6665, 1.7892, -1.0585], [-2.2210, 0.4991, -1.6790], [-2.9106, 1.1607, -1.7478], [1.5273, 0.2965, 2.8738], [3.0245, -0.3520, 2.9502], [2.0950, -0.4548, 2.7003], [0.2205, -3.3061, -1.1012], [0.3549, -3.1018, 0.5034], [0.7813, -2.9937, -0.3753], [-2.3764, 2.2511, -4.3345], [-3.5879, 1.5926, -3.8737], [-2.8915, 1.4565, -4.5221], [-1.2694, -3.3587, -3.0607], [-0.7161, -2.0797, -3.6714], [-0.4188, -2.8974, -3.1930], [-3.8083, 1.7169, 2.1706], [-3.8790, 3.1670, 1.7491], [-4.3120, 2.3183, 1.6122], [-0.3729, -2.9720, 2.6685], [0.2322, -4.3016, 2.4987], [-0.3236, -3.6859, 2.0009], [1.9193, -0.9395, 0.6408], [1.8499, -1.4572, -0.8998], [2.0967, -0.7470, -0.2874], [-1.5706, -0.4084, -5.1643], [-2.3376, -0.3893, -3.7850], [-1.7679, -0.9050, -4.3641], [3.3602, 2.8840, -1.8848], [4.4363, 1.8610, -2.3492], [4.2017, 2.7967, -2.3314], [3.7720, -0.2439, -0.7463], [4.9372, -0.3907, -1.6237], [4.6422, 0.1888, -0.8969]], "mulliken_charge": [-1.126, 0.081, -0.151, 0.449, 0.993, -0.582, -1.179, -1.741, 0.358, 0.135, 0.342, 0.520, -0.400, 0.238, 0.036, 0.273, 0.275, 0.351, 0.370, 0.430, 0.348, 0.305, 0.327, -0.640, 0.287, 0.265, -0.591, 0.299, 0.297, -0.598, 0.185, 0.267, -0.541, 0.248, 0.320, -0.569, 0.324, 0.285, -0.658, 0.257, 0.427, -0.617, 0.375, 0.331, -0.647, 0.362, 0.271, -0.650, 0.177, 0.371, -0.565, 0.275, 0.355, -0.685, 0.307, 0.331, -0.633, 0.454, 0.340, -0.669]}

---

# 5
{"formula": "C3H8NS", "method": "wB97M-V/def2-TZVPD", "charge": 1, "homo_ev": -14.00, "e_tot_ha": -571.73292, "smiles": "C[C@H]1[NH2+]CS1", "relative_energy_kcal_mol": 23.4, "symbols": ["C", "C", "N", "C", "S", "H", "H", "H", "H", "H", "H", "H", "H"], "coordinates": [[-1.0781, 1.3091, -0.1896], [-0.0899, 0.4791, 0.4034], [-0.1195, -0.9315, -0.1369], [1.3898, -1.0643, -0.0159], [1.6997, 0.6822, -0.1223], [-0.9718, 1.4225, -1.2140], [-1.1825, 2.3451, 0.3522], [-2.0807, 0.9075, -0.0825], [-0.0812, 0.4442, 1.4494], [-0.2956, -0.8001, -1.0720], [-0.7962, -1.6854, 0.3620], [1.6364, -1.3686, 1.0229], [1.9697, -1.7398, -0.7567]], "mulliken_charge": [-1.371, -0.011, -0.200, -0.390, 0.028, 0.443, 0.339, 0.405, 0.413, 0.317, 0.388, 0.288, 0.351]}

---

# 6
{"formula": "C9H12N3S2", "method": "wB97M-V/def2-TZVPD", "charge": 1, "homo_ev": -11.74, "e_tot_ha": -1310.39795, "relative_energy_kcal_mol": 90.9, "symbols": ["C", "C", "C", "C", "C", "C", "C", "C", "C", "N", "N", "N", "S", "S", "H", "H", "H", "H", "H", "H", "H", "H", "H", "H", "H", "H"], "coordinates": [[1.6848, 0.5562, -4.2222], [0.5026, -0.0932, -3.9135], [2.8315, 0.4045, -3.4510], [0.4413, -0.7970, -2.6961], [2.7451, -0.2290, -2.1854], [1.5376, -0.7962, -1.7789], [-0.4805, 0.7800, 2.3067], [-0.0637, -1.7150, 0.0892], [1.3262, -1.3388, -0.4495], [-0.9653, 0.2207, 1.4063], [-0.3755, 1.3871, 3.4278], [-0.9163, -0.5588, 0.3725], [2.5729, -1.7232, 0.5454], [-3.4195, 1.0940, 4.4579], [1.4479, 1.0783, -5.1629], [-0.2675, -0.0095, -4.5912], [3.8679, 0.6683, -3.6222], [-0.4876, -1.2995, -2.4925], [3.6512, -0.2633, -1.5712], [-0.7038, -2.5705, -0.5071], [0.1835, -2.2160, 1.0390], [0.1735, 2.2068, 3.5833], [-0.9633, 1.2240, 4.3087], [-1.1824, -0.0584, -0.4800], [-4.6409, 1.7937, 4.2109], [-3.8229, 0.8737, 5.7478]], "mulliken_charge": [-0.324, -0.776, -0.630, -0.239, -0.385, 0.719, 0.342, -1.081, 0.346, 0.253, -0.288, -0.155, -0.211, -0.421, 0.292, 0.490, 0.364, 0.377, 0.360, 0.262, 0.496, 0.261, 0.210, 0.321, 0.211, 0.205]}

---

Computed values of frontier orbital gap (unit: eV) for the preceding records, in sequence: 3.49; 7.72; 8.80; 8.24; 10.26; 7.78.